No. 1
134
Properties=species:S:1:pos:R:3:lowdin_charge:R:1 method="wB97M-V/def2-TZVPD" e_tot_ha=-4306.8862 max_force_ha_per_bohr=0.1096 total_charge=+1
C 5.458 2.710 2.120 0.014
C 4.226 1.804 2.656 -0.349
O 4.323 1.425 3.853 0.076
O 3.091 1.504 1.813 0.017
C 3.204 0.153 1.311 -0.271
O 4.364 -0.324 1.292 0.061
C 1.878 -0.680 0.866 -0.031
N 1.189 0.129 -0.171 -0.102
C -0.215 0.466 0.182 -0.239
C -0.588 2.047 -0.004 -0.126
C -2.129 2.291 -0.323 -0.198
C -3.320 1.905 0.587 -0.050
C -4.819 2.153 0.184 -0.042
C -5.152 2.819 -1.197 -0.048
C -3.970 3.237 -2.141 -0.053
C -2.501 2.979 -1.690 -0.027
C -1.342 -0.508 -0.509 -0.072
N -0.639 -1.818 -0.767 0.046
C 0.506 -1.698 -1.751 -0.582
Cl -0.326 -1.654 -3.423 0.717
C 1.300 -3.082 -1.709 -0.179
C 0.402 -4.315 -2.297 -0.204
C 1.197 -5.663 -1.814 -0.275
N 2.537 -5.705 -2.477 -0.028
C 1.392 -0.344 -1.555 -0.491
Cl 0.677 0.846 -2.823 0.764
C 2.905 -0.432 -2.068 -0.359
F 3.777 -1.321 -1.407 0.061
F 2.819 -0.907 -3.442 -0.021
C 3.656 0.984 -2.179 -0.086
C 3.343 2.239 -1.337 -0.013
C 4.192 3.531 -1.529 -0.023
C 5.363 3.611 -2.564 0.034
C 5.660 2.362 -3.459 -0.050
C 6.827 2.348 -4.556 -0.382
F 6.418 1.812 -5.794 0.088
F 7.367 3.652 -4.628 0.072
F 7.874 1.509 -4.043 0.046
C 4.799 1.097 -3.230 0.073
H 6.458 2.388 2.580 0.106
H 5.274 3.807 2.399 0.100
H 5.539 2.659 0.981 0.062
H 1.306 -0.867 1.831 0.151
H 2.236 -1.720 0.507 0.134
H -0.408 0.305 1.314 0.157
H -0.382 2.564 1.012 0.133
H 0.089 2.573 -0.757 0.086
H -3.123 1.402 1.590 0.089
H -5.693 1.836 0.862 0.059
H -6.223 2.997 -1.544 0.088
H -4.142 3.716 -3.173 0.089
H -1.654 3.271 -2.391 0.084
H -1.719 -0.116 -1.511 0.127
H -2.204 -0.675 0.230 0.149
H -0.319 -2.186 0.145 0.182
H -1.371 -2.486 -1.103 0.170
H 1.624 -3.430 -0.662 0.124
H 2.260 -3.095 -2.348 0.122
H -0.625 -4.382 -1.791 0.075
H 0.373 -4.339 -3.435 0.103
H 0.613 -6.583 -2.180 0.115
H 1.280 -5.714 -0.666 0.119
H 2.464 -5.219 -3.387 0.072
H 3.231 -5.168 -1.937 0.065
H 2.502 2.244 -0.574 0.078
H 4.012 4.470 -0.901 0.104
H 6.023 4.525 -2.717 0.112
H 5.024 0.188 -3.888 0.126
N -2.384 -5.844 -0.556 0.038
C -3.642 -5.455 -0.285 -0.161
C -4.488 -6.129 0.580 -0.067
C -4.013 -7.276 1.201 -0.065
C -2.719 -7.702 0.938 -0.060
C -1.950 -6.956 0.061 -0.149
H -3.968 -4.555 -0.797 0.097
H -5.492 -5.768 0.762 0.107
H -4.646 -7.832 1.884 0.113
H -2.317 -8.592 1.405 0.109
H -0.931 -7.247 -0.174 0.093
N -2.320 1.540 -5.289 0.060
C -2.998 2.387 -6.080 -0.155
C -2.424 3.095 -7.124 -0.066
C -1.069 2.923 -7.366 -0.070
C -0.343 2.055 -6.563 -0.065
C -1.011 1.391 -5.547 -0.197
H -4.054 2.490 -5.849 0.101
H -3.021 3.763 -7.732 0.106
H -0.583 3.461 -8.173 0.110
H 0.716 1.897 -6.724 0.106
H -0.489 0.699 -4.895 -0.007
N 8.332 3.223 -0.229 0.052
C 8.491 2.088 -0.930 -0.161
C 9.719 1.489 -1.159 -0.069
C 10.853 2.096 -0.639 -0.071
C 10.718 3.271 0.087 -0.070
C 9.446 3.790 0.264 -0.153
H 7.576 1.653 -1.318 0.086
H 9.787 0.571 -1.729 0.105
H 11.832 1.659 -0.798 0.109
H 11.582 3.772 0.506 0.104
H 9.288 4.704 0.827 0.101
N 8.471 -2.943 4.587 0.053
C 8.211 -3.249 3.305 -0.157
C 7.190 -2.674 2.566 -0.075
C 6.385 -1.728 3.185 -0.077
C 6.630 -1.394 4.509 -0.069
C 7.678 -2.024 5.161 -0.152
H 8.866 -3.996 2.867 0.101
H 7.028 -2.958 1.534 0.098
H 5.574 -1.255 2.640 0.065
H 6.021 -0.660 5.023 0.096
H 7.912 -1.794 6.195 0.102
N -7.992 1.728 1.464 0.033
C -8.181 2.271 2.679 -0.151
C -9.393 2.255 3.350 -0.076
C -10.477 1.648 2.733 -0.085
C -10.310 1.081 1.477 -0.065
C -9.057 1.145 0.890 -0.154
H -7.305 2.737 3.118 0.101
H -9.487 2.707 4.330 0.102
H -11.441 1.617 3.226 0.082
H -11.135 0.599 0.967 0.104
H -8.876 0.713 -0.089 0.101
N -11.873 1.151 5.438 0.044
C -12.645 1.811 6.318 -0.138
C -12.479 1.745 7.692 -0.069
C -11.458 0.949 8.191 -0.075
C -10.647 0.254 7.306 -0.070
C -10.892 0.389 5.949 -0.155
H -13.431 2.417 5.879 0.106
H -13.130 2.301 8.354 0.105
H -11.297 0.870 9.261 0.108
H -9.842 -0.376 7.661 0.103
H -10.282 -0.131 5.217 0.104

***

No. 2
37
Properties=species:S:1:pos:R:3:lowdin_charge:R:1 method="wB97M-V/def2-TZVPD" e_tot_ha=-879.5669 max_force_ha_per_bohr=0.0121 total_charge=0
N 5.558 -0.664 0.749 0.169
C 4.670 -0.487 -0.257 -0.532
O 5.017 -0.200 -1.378 0.070
C 3.211 -0.652 0.171 -0.237
C 2.803 0.596 0.973 -0.131
C 1.287 0.712 1.053 -0.138
N 0.733 0.857 -0.277 -0.030
C -0.565 1.163 -0.478 -0.534
O -1.100 1.235 -1.559 0.105
O -1.200 1.413 0.699 -0.010
C -2.587 1.712 0.572 -0.122
C -3.405 0.491 0.240 -0.205
C -3.108 -0.726 0.841 -0.034
C -3.848 -1.855 0.540 -0.083
C -4.898 -1.776 -0.359 -0.094
C -5.200 -0.565 -0.958 -0.082
C -4.455 0.563 -0.664 -0.035
C 1.559 0.449 -1.396 -0.123
C 2.298 -0.838 -1.053 -0.115
H 5.280 -0.928 1.677 0.100
H 6.539 -0.553 0.554 0.112
H 3.141 -1.533 0.816 0.142
H 3.205 1.488 0.491 0.130
H 3.212 0.549 1.983 0.116
H 0.869 -0.179 1.541 0.133
H 1.004 1.583 1.652 0.128
H -2.726 2.477 -0.200 0.129
H -2.873 2.116 1.548 0.138
H -2.286 -0.782 1.541 0.114
H -3.606 -2.798 1.008 0.101
H -5.477 -2.657 -0.594 0.099
H -6.015 -0.500 -1.665 0.102
H -4.683 1.503 -1.144 0.115
H 0.896 0.305 -2.250 0.128
H 2.278 1.236 -1.647 0.134
H 2.906 -1.131 -1.910 0.116
H 1.568 -1.626 -0.859 0.123

***

No. 3
50
Properties=species:S:1:pos:R:3:lowdin_charge:R:1 method="wB97M-V/def2-TZVPD" e_tot_ha=-1953.2266 max_force_ha_per_bohr=0.0447 total_charge=0
Pd -0.958 -0.283 0.430 1.039
O -1.088 -6.372 -2.506 -0.014
C -1.033 -6.135 -1.289 -0.687
O -1.125 -6.859 -0.281 -0.023
C -0.747 -4.660 -0.953 -0.055
C -0.357 -4.291 0.334 0.073
C -0.170 -2.964 0.615 -0.184
N -0.378 -2.008 -0.313 0.008
C -0.731 -2.342 -1.565 -0.158
C -0.903 -3.668 -1.911 0.079
C -0.889 -1.181 -2.474 -0.200
C -1.199 -1.306 -3.818 0.014
C -1.331 -0.152 -4.571 -0.035
C -1.153 1.080 -3.965 -0.037
C -0.838 1.114 -2.619 -0.100
N -0.693 0.009 -1.893 0.048
C 0.217 -2.396 1.917 -0.186
C 0.788 -3.118 2.948 0.020
C 1.080 -2.463 4.134 -0.028
C 0.808 -1.109 4.253 -0.032
C 0.260 -0.445 3.172 -0.085
N -0.021 -1.079 2.035 0.003
H -0.259 -5.075 1.074 0.128
H -1.168 -3.984 -2.911 0.124
H -1.338 -2.280 -4.265 0.119
H -1.575 -0.219 -5.623 0.116
H -1.255 2.002 -4.520 0.111
H -0.692 2.052 -2.098 0.123
H 1.001 -4.170 2.817 0.126
H 1.521 -3.008 4.959 0.118
H 1.016 -0.568 5.165 0.115
H 0.034 0.613 3.197 0.123
C -3.138 -3.676 4.855 -0.041
C -3.188 -2.504 3.914 -0.265
C -3.082 -1.197 4.383 -0.036
C -3.115 -0.117 3.513 -0.061
C -3.239 -0.343 2.152 -0.317
C -3.393 -1.637 1.667 -0.076
C -3.364 -2.706 2.545 -0.029
S -3.106 1.022 1.028 0.489
O -4.078 2.012 1.341 -0.254
O -3.127 0.441 -0.317 -0.360
O -1.653 1.466 1.254 -0.435
H -3.073 -3.350 5.892 0.076
H -2.274 -4.309 4.641 0.080
H -4.026 -4.300 4.748 0.087
H -2.979 -1.020 5.447 0.115
H -3.034 0.897 3.888 0.125
H -3.566 -1.797 0.611 0.113
H -3.476 -3.714 2.161 0.127

***

No. 4
47
Properties=species:S:1:pos:R:3:lowdin_charge:R:1 method="wB97M-V/def2-TZVPD" e_tot_ha=-1452.9133 max_force_ha_per_bohr=0.0124 total_charge=0
C -0.013 -3.441 -2.683 -0.058
C -0.256 -3.093 -1.227 -0.208
O 1.021 -2.908 -0.594 -0.001
C 1.009 -2.642 0.700 -0.591
O 0.017 -2.568 1.383 0.106
C 2.402 -2.422 1.244 -0.353
S 2.938 -0.692 0.977 0.911
C 1.463 0.220 1.527 -0.383
C 0.658 0.757 0.331 -0.266
N -0.678 1.101 0.733 0.141
C -1.768 0.609 0.085 -0.534
O -1.706 -0.235 -0.778 0.075
O -2.873 1.182 0.568 0.046
C -4.183 0.764 0.106 -0.570
C -5.151 1.625 0.918 -0.024
C -4.400 -0.718 0.409 -0.016
C -4.332 1.050 -1.387 -0.019
C 1.393 1.981 -0.214 -0.476
O 1.145 3.108 0.129 0.126
O 2.340 1.622 -1.064 -0.013
C 3.220 2.642 -1.548 -0.201
C 4.332 2.915 -0.546 -0.057
H 0.571 -4.354 -2.764 0.076
H 0.527 -2.635 -3.172 0.078
H -0.967 -3.581 -3.182 0.078
H -0.786 -3.896 -0.704 0.130
H -0.836 -2.171 -1.127 0.096
H 3.130 -3.031 0.714 0.083
H 2.421 -2.626 2.314 0.088
H 1.803 1.042 2.158 0.089
H 0.843 -0.456 2.114 0.084
H 0.584 -0.006 -0.450 0.146
H -0.797 1.921 1.309 0.159
H -4.961 2.678 0.728 0.087
H -5.017 1.436 1.979 0.087
H -6.175 1.393 0.641 0.088
H -5.416 -1.000 0.146 0.090
H -4.242 -0.910 1.468 0.094
H -3.705 -1.326 -0.163 0.078
H -5.343 0.812 -1.706 0.089
H -4.137 2.102 -1.587 0.091
H -3.631 0.448 -1.957 0.078
H 3.618 2.248 -2.484 0.125
H 2.639 3.551 -1.737 0.123
H 3.919 3.351 0.360 0.078
H 5.049 3.609 -0.975 0.078
H 4.837 1.986 -0.292 0.075

***

No. 5
7
Properties=species:S:1:pos:R:3:lowdin_charge:R:1 method="wB97M-V/def2-TZVPD" e_tot_ha=-340.0271 max_force_ha_per_bohr=0.0751 total_charge=0
O 0.258 -1.239 -0.393 0.059
C -0.442 -0.137 -0.026 -0.478
O -0.121 0.305 1.270 0.000
O 0.632 1.332 0.728 0.023
O 0.018 1.043 -0.721 0.056
H 1.191 -0.901 -0.499 0.143
H -1.536 -0.403 -0.359 0.197

***

No. 6
16
Properties=species:S:1:pos:R:3:lowdin_charge:R:1 method="wB97M-V/def2-TZVPD" e_tot_ha=-597.9040 max_force_ha_per_bohr=0.0709 total_charge=0
C 1.623 -3.501 -0.326 -0.008
C 1.675 -2.408 -0.817 -0.272
Si 1.905 -0.535 -0.942 0.756
C 1.789 0.843 0.173 -0.277
C 0.957 1.617 0.813 -0.175
H 1.809 -4.589 -0.068 0.062
H 2.126 -0.336 -2.333 -0.063
H 1.395 2.474 1.193 0.015
H -0.038 1.626 1.314 0.061
C -2.235 0.350 0.599 -0.054
C -1.366 1.111 -0.427 -0.342
O -0.757 0.516 -1.317 -0.062
H -2.159 0.643 1.683 0.089
H -3.217 0.681 0.286 0.065
H -2.204 -0.732 0.486 0.078
H -1.304 2.239 -0.317 0.128

***

No. 7
16
Properties=species:S:1:pos:R:3:lowdin_charge:R:1 method="wB97M-V/def2-TZVPD" e_tot_ha=-325.8019 max_force_ha_per_bohr=0.0289 total_charge=0
C -2.371 -0.273 0.216 -0.114
C -1.149 -1.049 -0.186 -0.200
C -0.184 -1.429 0.625 -0.208
N 0.869 -1.472 1.265 0.126
H -2.666 0.433 -0.571 0.072
H -2.193 0.283 1.139 0.077
H -3.220 -0.946 0.375 0.071
H -1.186 -1.555 -1.143 0.107
H 1.385 -0.606 0.915 0.033
C 0.544 1.142 -0.601 0.005
C 1.754 0.992 -0.057 -0.318
O 2.731 0.263 -0.684 -0.023
H 0.304 0.674 -1.541 0.074
H -0.152 1.922 -0.318 0.075
H 2.134 1.718 0.648 0.118
H 3.398 -0.095 -0.083 0.105

***

No. 8
9
Properties=species:S:1:pos:R:3:lowdin_charge:R:1 method="wB97M-V/def2-TZVPD" e_tot_ha=-6284.1688 max_force_ha_per_bohr=0.0282 total_charge=+3
Zn 2.403 -2.770 -12.506 1.232
Zn -0.037 1.715 -12.550 1.289
Br 0.702 -0.767 -12.093 0.307
O -2.160 -1.674 -10.485 -0.004
H -1.539 -1.321 -11.132 -0.107
H -2.941 -1.100 -10.523 0.077
O 2.396 -2.294 -14.456 -0.049
H 2.797 -2.770 -15.216 0.154
H 1.837 -1.604 -14.850 0.101

***

No. 9
48
Properties=species:S:1:pos:R:3:lowdin_charge:R:1 method="wB97M-V/def2-TZVPD" e_tot_ha=-2075.9531 max_force_ha_per_bohr=0.3468 total_charge=0
C -2.570 -5.601 3.035 -0.070
C -1.343 -5.334 2.314 -0.263
O -0.472 -4.484 3.071 -0.053
C -1.022 -3.144 3.344 -0.235
C -0.637 -2.642 4.391 -0.069
C -0.859 -1.252 4.997 -0.062
C -1.763 -0.369 4.339 0.007
C -2.206 -1.130 2.996 0.037
C -1.821 -2.339 2.503 -0.223
O -2.377 -2.800 1.397 -0.037
C -3.197 -2.167 0.800 -0.308
C -2.927 -0.841 -0.024 -0.294
O -4.074 0.025 -0.241 -0.131
N -1.663 -0.758 -0.173 0.036
N -1.055 0.176 -0.961 0.078
C -1.557 1.465 -1.224 -0.131
C -0.908 2.369 -1.890 -0.476
C -1.128 3.604 -2.430 -0.787
N -0.083 4.080 -2.981 0.005
C 1.096 3.702 -2.855 -0.605
N 2.129 4.194 -3.557 0.117
C 3.612 3.983 -3.454 -0.282
C 4.436 4.711 -4.119 -0.128
C 5.761 4.555 -4.186 0.018
C 6.301 3.033 -3.895 0.090
C 5.299 2.317 -3.042 0.046
C 3.800 2.740 -3.010 -0.005
H 3.448 1.872 -2.424 0.083
H 5.715 1.612 -2.628 -0.016
H 7.181 3.062 -3.763 -0.049
H 6.415 5.025 -4.814 0.059
H 3.916 5.583 -4.733 0.172
H 1.927 5.089 -3.841 0.099
S 0.862 2.119 -2.197 1.107
Cl -2.733 4.177 -2.493 0.756
H -2.463 1.487 -1.078 0.012
H -1.168 -1.643 -0.085 0.170
H -4.184 -1.803 1.684 0.226
H -3.700 -2.819 0.009 0.159
H -2.726 -0.350 2.573 0.068
H -2.095 0.468 4.804 0.045
H -0.248 -0.783 6.055 0.167
H 0.248 -3.126 5.028 0.169
H -0.716 -6.002 2.083 0.035
H -1.389 -4.839 1.125 0.193
H -3.344 -4.845 3.101 0.076
H -2.465 -5.979 3.994 0.058
H -3.254 -6.397 2.451 0.137

***

No. 10
75
Properties=species:S:1:pos:R:3:lowdin_charge:R:1 method="wB97M-V/def2-TZVPD" e_tot_ha=-2970.1028 max_force_ha_per_bohr=0.0367 total_charge=+1
C 0.779 -1.702 1.949 -0.051
C 2.171 -2.133 1.573 -0.450
N 2.620 -3.261 1.969 0.170
C 3.004 -1.174 0.719 -0.104
C 2.615 -1.178 -0.737 -0.496
N 3.258 -0.505 -1.666 -0.083
Si 4.648 0.677 -1.390 0.559
C 6.002 -0.075 -0.354 -0.154
C 3.879 2.107 -0.453 -0.149
C 5.234 1.351 -3.012 -0.156
C 2.788 -0.803 -3.014 -0.227
C 1.356 -1.382 -2.967 -0.976
Cl 1.236 -2.679 -4.154 0.717
C 0.303 -0.280 -3.227 -0.213
C -0.891 -0.138 -2.284 -0.282
N -0.680 0.895 -1.259 0.030
S 1.308 -2.112 -1.278 1.145
H 0.103 -2.546 1.826 0.094
H 0.778 -1.399 2.996 0.094
H 0.433 -0.860 1.351 0.049
H 3.578 -3.432 1.666 0.061
H 4.041 -1.526 0.750 0.112
H 2.987 -0.154 1.109 0.132
H 6.954 0.294 -0.745 0.048
H 6.041 -1.164 -0.335 0.039
H 5.907 0.294 0.669 0.044
H 3.874 1.925 0.622 0.033
H 2.831 2.198 -0.761 0.030
H 4.382 3.043 -0.687 0.046
H 5.808 2.249 -2.771 0.054
H 4.381 1.691 -3.606 0.039
H 5.822 0.661 -3.615 0.050
H 2.933 -0.022 -3.756 0.123
H 3.431 -1.615 -3.380 0.120
H -0.088 -0.486 -4.226 0.105
H 0.799 0.692 -3.299 0.120
H -1.204 -1.094 -1.854 0.092
H -1.724 0.206 -2.903 0.105
H 0.270 1.235 -1.261 0.042
H -0.933 0.622 -0.320 0.024
C -1.932 2.494 3.526 0.057
N -1.628 1.204 2.859 -0.424
O -1.316 1.228 1.680 0.025
O -1.701 0.198 3.520 0.083
H -1.821 3.287 2.801 0.077
H -2.951 2.439 3.905 0.071
H -1.223 2.609 4.340 0.111
C -0.040 5.187 0.329 0.051
N 0.023 5.601 1.758 -0.451
O 0.147 4.730 2.596 0.042
O -0.062 6.779 1.989 0.090
H 0.039 4.107 0.284 0.082
H -0.992 5.530 -0.065 0.105
H 0.782 5.676 -0.184 0.100
C -5.491 3.027 6.985 0.053
N -5.396 2.504 5.595 -0.445
O -4.766 3.155 4.782 0.036
O -5.953 1.463 5.358 0.088
H -4.945 3.961 7.035 0.095
H -6.544 3.167 7.204 0.104
H -5.061 2.275 7.640 0.103
C -3.810 -2.507 -3.082 0.027
N -4.642 -1.671 -3.992 -0.452
O -5.648 -2.153 -4.448 0.092
O -4.240 -0.546 -4.215 0.046
H -4.272 -3.474 -2.981 0.061
H -2.831 -2.579 -3.547 0.096
H -3.756 -1.987 -2.131 0.097
C -2.733 -6.787 -0.702 0.055
N -3.334 -5.687 -1.506 -0.441
O -3.417 -4.586 -0.999 0.051
O -3.711 -5.965 -2.620 0.081
H -2.452 -6.387 0.264 0.094
H -3.485 -7.564 -0.609 0.105
H -1.872 -7.154 -1.252 0.101

***

No. 11
19
Properties=species:S:1:pos:R:3:lowdin_charge:R:1 method="wB97M-V/def2-TZVPD" e_tot_ha=-290.1078 max_force_ha_per_bohr=0.0768 total_charge=0
C -1.231 -1.694 1.561 -0.061
C -0.529 -0.384 1.010 -0.241
N 0.195 -0.689 -0.242 -0.074
C 1.513 -0.109 -0.317 -0.297
C 1.693 0.679 -1.628 -0.098
H -1.254 -2.413 0.805 0.036
H -0.617 -1.947 2.405 0.057
H -2.275 -1.575 1.863 0.065
H 0.173 0.041 1.655 0.071
H -1.277 0.475 0.864 0.086
H -0.372 -0.933 -1.005 0.098
H 1.984 0.288 0.586 0.107
H 2.376 -0.848 -0.443 0.108
H 2.728 0.778 -1.813 0.059
H 0.943 1.439 -1.712 0.059
H 1.521 0.086 -2.460 0.040
O -2.263 2.111 -0.158 -0.107
H -1.302 1.981 -0.027 0.007
H -2.005 2.713 -0.943 0.084